Entry 1:
DFT (ωB97M-V/def2-TZVPD) results for a molecular structure, C7H15ClEuI2O2P.

Geometry as XYZ:
```
29
C7H15ClEuI2O2P, DFT ωB97M-V/def2-TZVPD
I -2.621 1.278 3.538
I 0.535 3.880 0.655
Eu -0.252 1.255 1.690
P -1.828 -0.063 -2.465
C -3.237 0.603 -3.331
C -0.369 0.244 -3.443
H -1.105 -2.267 -1.802
H -2.299 -2.298 -3.134
H -2.873 -2.004 -1.458
C -2.045 -1.826 -2.170
H 0.504 -0.276 -3.036
H -0.563 -0.149 -4.451
H -3.252 0.179 -4.344
H -3.142 1.696 -3.411
H -0.175 1.322 -3.532
H -4.169 0.355 -2.803
C -1.899 0.761 -0.809
O -2.438 1.385 0.061
Cl 0.404 -0.371 -0.318
C 3.052 -1.578 2.985
C 2.555 -0.189 3.219
C 3.389 0.745 4.048
O 1.455 0.182 2.774
H 3.922 -1.741 3.623
H 3.353 -1.709 1.931
H 2.264 -2.308 3.223
H 4.127 1.267 3.415
H 2.761 1.486 4.569
H 3.948 0.141 4.776
```

Its spin multiplicity is 7. The calculation puts the HOMO energy (alpha / beta) at -14.30 / -14.37 eV. The expectation value of S² is 12.036. The charge is +2.

Entry 2:
DFT (ωB97M-V/def2-TZVPD) results for a molecular structure, C23H31Cl2N5O2PbSbSe4.

Geometry as XYZ:
```
69
C23H31Cl2N5O2PbSbSe4, DFT ωB97M-V/def2-TZVPD
Pb 0.445 -0.116 -0.063
N 2.052 0.806 -1.790
C 2.925 1.981 -1.610
C 2.136 3.292 -1.575
C 1.249 3.490 -0.346
N 0.114 2.568 -0.366
H 2.622 -0.013 -1.984
H 1.501 0.954 -2.643
H 3.640 2.044 -2.437
H 3.487 1.870 -0.678
H 1.517 3.350 -2.478
H 2.855 4.114 -1.609
H 0.929 4.540 -0.322
H 1.830 3.294 0.561
H -0.424 2.668 -1.225
H -0.523 2.713 0.412
Se 1.136 0.463 -5.235
Sb -1.085 -0.359 -4.774
Se -2.696 -0.252 -1.750
Se -0.913 -1.644 -2.375
Se -2.169 1.521 -3.256
Cl -3.625 2.099 3.570
C -1.978 1.726 3.996
C -1.565 1.983 5.299
C -0.279 1.716 5.686
Cl 0.181 1.992 7.351
C 0.666 1.240 4.754
C 2.017 0.990 5.076
C 2.883 0.591 4.103
C 2.405 0.437 2.793
N 1.146 0.612 2.456
C 0.251 0.998 3.410
C -1.147 1.149 3.005
O -1.547 0.800 1.867
H -2.274 2.387 6.010
H 2.344 1.123 6.098
H 3.923 0.385 4.320
H 3.077 0.124 2.003
C -4.353 -0.922 1.616
C -3.440 -2.043 1.191
N -3.109 -2.935 2.160
O -3.064 -2.176 0.035
H -5.392 -1.237 1.490
H -4.169 -0.061 0.980
H -4.184 -0.637 2.653
H -3.288 -2.703 3.120
H -2.317 -3.543 2.007
C 0.996 -4.958 2.800
N 0.255 -3.914 2.116
C 0.291 -2.671 2.868
C 0.645 -3.729 0.707
C 2.039 -3.176 0.468
C 3.104 -4.081 0.476
C 4.411 -3.655 0.288
C 4.651 -2.305 0.088
C 3.580 -1.418 0.058
C 2.241 -1.804 0.238
H 0.527 -5.139 3.770
H 2.051 -4.699 2.977
H 0.952 -5.881 2.219
H -0.132 -2.837 3.862
H -0.312 -1.914 2.357
H 1.308 -2.269 2.985
H -0.098 -3.058 0.265
H 0.540 -4.701 0.218
H 2.902 -5.139 0.614
H 5.225 -4.371 0.289
H 5.665 -1.943 -0.054
H 3.814 -0.368 -0.122
```

Its spin multiplicity is 1. The calculation puts the HOMO energy at -4.51 eV. The charge is -1.

Entry 3:
DFT (ωB97M-V/def2-TZVPD) results for C6H6 in the gas phase.

Geometry as XYZ:
```
12
C6H6, DFT ωB97M-V/def2-TZVPD
C -3.262 -0.714 -1.632
C -2.146 -0.280 -1.494
C -0.908 0.206 -1.132
C 0.095 0.617 -0.597
C 1.114 0.878 0.422
C 1.669 -0.440 0.967
H -4.249 -1.115 -1.659
H 1.918 1.525 0.072
H 0.611 1.424 1.230
H 2.295 -0.285 1.851
H 0.823 -1.072 1.242
H 2.264 -0.973 0.221
```

Its spin multiplicity is 1. The calculation puts the HOMO energy at -9.27 eV. As for the SMILES: C#CC#CCC.

Entry 4:
DFT (ωB97M-V/def2-TZVPD) results for C14H24O2 in the gas phase.

Geometry as XYZ:
```
40
C14H24O2, DFT ωB97M-V/def2-TZVPD
C 1.030 2.495 0.832
C 0.118 1.255 0.735
C 0.966 -0.041 1.215
C 2.463 0.040 1.741
C 0.132 -0.600 2.397
C -0.958 -1.510 1.713
C -0.527 -1.754 0.201
C 0.932 -1.163 0.088
C 1.400 -0.668 -1.329
C 0.660 0.653 -1.776
C -0.476 0.992 -0.702
C -1.050 2.383 -1.150
O -1.695 0.210 -0.689
C -1.624 -1.213 -0.819
C -1.695 -1.747 -2.280
O -2.841 -1.733 -0.319
H 0.361 3.366 0.789
H 1.812 2.622 0.014
H 1.534 2.518 1.848
H -0.680 1.365 1.482
H 2.535 0.723 2.596
H 3.086 0.434 0.889
H 2.864 -0.954 2.075
H 0.770 -1.247 2.961
H -0.261 0.254 3.045
H -0.925 -2.460 2.216
H -1.917 -0.996 1.786
H -0.518 -2.815 0.116
H 1.651 -1.951 0.343
H 2.467 -0.331 -1.368
H 1.209 -1.545 -2.002
H 1.356 1.509 -1.869
H 0.259 0.516 -2.776
H -0.339 3.205 -1.445
H -1.700 2.278 -2.106
H -1.783 2.782 -0.341
H -2.626 -1.458 -2.826
H -1.703 -2.858 -2.162
H -0.792 -1.491 -2.868
H -3.494 -1.065 -0.252
```

Its spin multiplicity is 1. The calculation puts the HOMO energy at -9.49 eV. As for the SMILES: C[C@@H]1[C@@]2(C)CC[C@@H]3[C@H]2CC[C@@]1(C)O[C@]3(C)O.

Entry 5:
DFT (ωB97M-V/def2-TZVPD) results for C4H8Br2Si in the gas phase.

Geometry as XYZ:
```
15
C4H8Br2Si, DFT ωB97M-V/def2-TZVPD
C -0.670 -0.737 2.215
C 0.562 -0.587 1.689
Si 1.146 -0.147 -0.100
Br 2.888 -1.742 -0.581
Br 2.200 1.865 0.121
C -0.246 -0.346 -1.345
C -0.872 1.033 -1.543
H -0.677 -1.007 3.236
H -1.607 -0.787 1.536
H 1.436 -0.641 2.414
H 0.042 -0.752 -2.305
H -1.045 -0.825 -0.743
H -1.115 1.613 -0.489
H -0.246 1.872 -1.959
H -1.796 1.186 -2.146
```

Its spin multiplicity is 1. The calculation puts the HOMO energy at -10.21 eV. As for the SMILES: C=C[Si](Br)(Br)CC.

Entry 6:
DFT (ωB97M-V/def2-TZVPD) results for a molecular structure, C19H37N2O5Rb.

Geometry as XYZ:
```
64
C19H37N2O5Rb, DFT ωB97M-V/def2-TZVPD
Rb 1.917 -0.513 -0.829
O 4.383 -4.367 -2.736
C 3.449 -3.401 -2.369
O 2.713 -2.994 -3.299
O 3.454 -2.992 -1.198
H 4.263 -4.418 -3.688
C -3.195 1.359 -1.666
C -2.709 0.733 -2.984
C -3.255 1.542 -4.155
C -2.430 2.803 -4.464
C -0.961 2.469 -4.605
C -0.402 1.643 -3.437
N -1.278 0.570 -3.033
O -0.811 -0.078 -1.909
C -0.063 2.621 -2.272
C 0.897 1.021 -3.938
C -3.325 -0.669 -3.100
H -4.271 1.229 -1.501
H -2.976 2.433 -1.641
H -2.680 0.882 -0.831
H -4.260 1.904 -3.906
H -3.321 0.951 -5.073
H -2.583 3.545 -3.672
H -2.813 3.249 -5.389
H -0.402 3.404 -4.703
H -0.825 1.878 -5.520
H -0.648 3.545 -2.376
H 0.995 2.905 -2.260
H -0.307 2.216 -1.289
H 0.760 0.342 -4.784
H 1.483 0.503 -3.181
H 1.584 1.776 -4.360
H -4.422 -0.628 -3.057
H -2.980 -1.318 -2.294
H -3.024 -1.132 -4.043
C 1.802 0.940 2.736
C 2.121 -0.467 3.272
C 2.391 -0.349 4.777
C 1.128 -0.093 5.581
C 0.167 -1.250 5.338
C -0.129 -1.468 3.844
N 1.097 -1.454 3.065
O 0.797 -1.695 1.728
C -1.151 -0.428 3.376
C -0.731 -2.859 3.685
C 3.403 -0.994 2.643
H 1.021 1.424 3.322
H 1.402 0.923 1.717
H 2.659 1.626 2.714
H 3.166 0.404 4.979
H 2.821 -1.291 5.145
H 0.618 0.822 5.268
H 1.358 -0.007 6.650
H -0.779 -1.078 5.862
H 0.618 -2.185 5.694
H -2.122 -0.618 3.867
H -1.335 -0.447 2.304
H -0.884 0.590 3.674
H -1.252 -2.958 2.734
H -1.432 -3.078 4.503
H 0.069 -3.600 3.697
H 4.260 -0.343 2.854
H 3.352 -1.074 1.552
H 3.610 -2.010 2.981
```

Its spin multiplicity is 1. The calculation puts the HOMO energy at 0.15 eV. The charge is -2.

Entry 7:
DFT (ωB97M-V/def2-TZVPD) results for a molecular structure, C27H47IrN5O4P2S5Sb.

Geometry as XYZ:
```
92
C27H47IrN5O4P2S5Sb, DFT ωB97M-V/def2-TZVPD
Ir 0.915 -1.539 1.679
C 4.069 0.389 2.532
N 3.296 1.627 2.439
C 3.756 2.544 1.404
P 1.749 1.538 2.969
O 1.059 0.254 2.704
O 1.049 2.793 2.253
P 0.177 2.900 0.883
O 0.371 1.764 -0.027
N 0.766 4.328 0.312
C 0.549 4.640 -1.093
C 1.130 5.474 1.128
N -1.390 3.080 1.354
C -1.722 4.151 2.286
C -2.153 1.850 1.610
N 1.711 1.836 4.563
C 0.595 1.343 5.378
C 2.400 2.996 5.105
H 5.118 0.630 2.712
H 3.996 -0.191 1.605
H 3.710 -0.225 3.357
H 4.813 2.760 1.575
H 3.205 3.478 1.439
H 3.645 2.111 0.404
H 0.357 3.727 -1.652
H 1.448 5.108 -1.502
H -0.292 5.329 -1.228
H 1.246 5.186 2.170
H 0.379 6.269 1.065
H 2.081 5.886 0.779
H -1.302 5.099 1.956
H -1.372 3.938 3.303
H -2.806 4.260 2.317
H -1.860 1.077 0.907
H -3.214 2.067 1.478
H -1.990 1.465 2.621
H 0.128 0.471 4.925
H -0.157 2.125 5.522
H 0.976 1.039 6.354
H 3.259 3.254 4.487
H 2.758 2.763 6.108
H 1.734 3.864 5.171
S -1.527 -1.502 5.876
Sb -1.630 -3.037 4.227
S -1.292 -1.582 2.155
S 1.882 -2.541 3.427
S 0.649 -4.087 4.071
O 1.419 -1.155 -0.969
S 0.548 -0.423 -1.955
C 0.853 -1.323 -3.515
C -0.255 -1.195 -4.515
C -0.527 0.031 -5.116
C -1.596 0.165 -5.987
C -2.396 -0.931 -6.282
C -2.121 -2.160 -5.703
C -1.059 -2.288 -4.819
C -1.136 -1.007 -1.616
C -2.227 -0.136 -2.179
C -2.155 1.253 -2.100
C -3.188 2.037 -2.591
C -4.307 1.446 -3.164
C -4.388 0.063 -3.234
C -3.354 -0.721 -2.746
H 1.030 -2.356 -3.211
H 1.789 -0.904 -3.888
H 0.092 0.890 -4.883
H -1.808 1.128 -6.435
H -3.231 -0.825 -6.963
H -2.737 -3.020 -5.933
H -0.850 -3.250 -4.362
H -1.179 -1.034 -0.523
H -1.214 -2.036 -1.976
H -1.295 1.714 -1.630
H -3.121 3.116 -2.520
H -5.114 2.060 -3.544
H -5.259 -0.408 -3.673
H -3.418 -1.801 -2.813
C -0.114 -5.592 -1.528
C 0.678 -5.675 -0.217
C -0.042 -6.567 0.805
C 2.105 -6.175 -0.470
C 0.756 -4.324 0.355
N 0.776 -3.275 0.798
H -0.175 -6.587 -1.969
H 0.379 -4.927 -2.240
H -1.126 -5.226 -1.349
H -0.016 -7.600 0.453
H -1.081 -6.260 0.924
H 0.440 -6.510 1.781
H 2.055 -7.165 -0.925
H 2.661 -6.248 0.464
H 2.643 -5.508 -1.144
```

Its spin multiplicity is 1. The calculation puts the HOMO energy at -6.30 eV.

Entry 8:
DFT (ωB97M-V/def2-TZVPD) results for 2 unconnected molecules or ions with the total composition C18H14FN3O4.

Geometry as XYZ:
```
40
C18H14FN3O4, DFT ωB97M-V/def2-TZVPD
O 4.922 3.693 0.262
N 3.919 4.065 0.919
O 3.754 5.264 1.238
C 2.962 3.063 1.300
C 1.848 3.416 2.092
C 1.087 2.393 2.624
C 1.214 1.063 2.170
C -0.032 0.184 2.263
F -0.866 0.675 1.251
C -0.110 -1.347 2.130
C -0.011 -1.900 0.844
C -0.412 -3.208 0.583
C -0.772 -4.052 1.643
N -0.666 -5.462 1.394
O -0.895 -6.320 2.271
O -0.300 -5.768 0.225
C -0.915 -3.521 2.942
C -0.511 -2.204 3.189
C 2.424 0.725 1.541
C 3.229 1.713 0.986
H 1.637 4.475 2.280
H 0.309 2.663 3.334
H -0.474 0.446 3.248
H 0.313 -1.285 0.030
H -0.414 -3.575 -0.435
H -1.348 -4.160 3.722
H -0.534 -1.854 4.216
H 2.730 -0.319 1.444
H 4.052 1.469 0.310
C -7.307 3.623 -0.349
C -7.504 2.791 0.765
C -6.398 2.586 1.627
N -5.216 3.138 1.391
C -4.978 3.767 0.245
C -6.009 4.028 -0.691
H -8.162 3.963 -0.937
H -8.465 2.319 0.996
H -6.497 1.974 2.520
H -3.958 4.089 0.045
H -5.775 4.546 -1.626
```

Its spin multiplicity is 1. The calculation puts the HOMO energy at -9.73 eV. As for the SMILES: O=[N+]([O-])c1ccc(C(F)c2ccc([N+](=O)[O-])cc2)cc1.c1ccncc1.